(1)
This record from the Open Molecules 2025 dataset describes C5H9NO as an isolated structure. The level of theory is ωB97M-V/def2-TZVPD.

The calculation puts the total energy at -8863.36218 eV. The gap between HOMO and LUMO is 7.70 eV. Its largest force on an atom is 0.535 eV/Å. The calculation puts the HOMO energy at -6.9 eV. The relative energy (zero: lowest compared OMol25 entry of this formula, charge and spin) comes out at 134.9 kcal/mol.

```
16
Properties=species:S:1:pos:R:3:nbo_charge:R:1
C 0.5976 0.5571 1.3856 -0.341
C -0.3432 -0.3388 -0.0843 -0.111
C -1.7906 -0.4497 0.2225 -0.645
N 0.4375 0.9549 -0.3477 -0.498
C 1.3591 0.1695 -1.2101 -0.323
C 0.5726 -1.1171 -0.8497 0.464
O 0.7391 -2.2933 -1.1256 -0.619
H -0.0170 -0.0335 2.0855 0.193
H 0.5434 1.6059 1.7044 0.185
H 1.6248 0.1995 1.4001 0.222
H -2.0345 -0.2530 1.2802 0.195
H -2.0941 -1.4780 0.0023 0.251
H -2.4133 0.2177 -0.3916 0.210
H -0.0705 1.7281 -0.7897 0.378
H 1.2037 0.4605 -2.2544 0.229
H 2.4183 0.2539 -0.9489 0.210
```


(2)
This record from the Open Molecules 2025 dataset describes a 2-piece molecular cluster, C5H9NO overall in a non-equilibrium geometry. The level of theory is ωB97M-V/def2-TZVPD.

The calculation puts the total energy at -8867.93570 eV. The gap between HOMO and LUMO is 9.18 eV. Its largest force on an atom is 1.815 eV/Å. The calculation puts the HOMO energy at -8.2 eV. The relative energy (zero: lowest compared OMol25 entry of this formula, charge and spin) comes out at 29.4 kcal/mol. As for the structure (SMILES): Cc1cc[nH]c1.O.

```
16
Properties=species:S:1:pos:R:3:nbo_charge:R:1
C -1.4659 0.7586 -1.5074 -0.624
C -0.1483 0.0819 -1.6493 -0.092
C 0.8906 0.4890 -2.5363 -0.299
C 2.0525 -0.1699 -2.2025 -0.080
N 1.6930 -1.1115 -1.2662 -0.501
C 0.3697 -0.9972 -0.9629 -0.080
H -2.0992 0.5670 -2.3766 0.215
H -1.9930 0.5369 -0.6207 0.216
H -1.3244 1.8406 -1.5762 0.214
H 0.7895 1.4026 -3.1027 0.213
H 2.9505 -0.3049 -2.7786 0.209
H 2.3042 -1.8170 -0.9297 0.406
H -0.0258 -1.5008 -0.0925 0.203
O -1.6235 0.1587 7.3711 -0.955
H -1.0965 0.8021 6.8929 0.478
H -1.2733 -0.7362 7.3376 0.478
```


(3)
This record from the Open Molecules 2025 dataset describes one molecule with the formula C5H9NO in a non-equilibrium geometry. The level of theory is ωB97M-V/def2-TZVPD.

The calculation puts the total energy at -8866.86552 eV. The gap between HOMO and LUMO is 10.16 eV. Its largest force on an atom is 1.515 eV/Å. The calculation puts the HOMO energy at -9.2 eV. The relative energy (zero: lowest compared OMol25 entry of this formula, charge and spin) comes out at 54.1 kcal/mol. As for the structure (SMILES): C=C(N)CCC=O.

```
16
Properties=species:S:1:pos:R:3:nbo_charge:R:1
C -1.5719 -0.4221 -0.7784 -0.438
C -0.4087 0.2366 -0.8820 0.175
N 0.5772 0.0586 -1.9010 -0.870
C 0.0354 1.1303 0.2607 -0.451
C 0.4559 0.3726 1.5509 -0.505
C 0.8850 -1.0425 1.2089 0.457
O 0.2816 -2.0384 1.4855 -0.512
H -1.7665 -1.3085 -1.3713 0.205
H -2.3624 0.1397 -0.2858 0.206
H 1.1189 -0.8012 -1.8791 0.374
H 0.1071 0.0272 -2.8007 0.371
H 0.8188 1.8168 -0.0470 0.223
H -0.8323 1.7373 0.5419 0.228
H 1.2387 0.9188 2.0780 0.227
H -0.3673 0.2157 2.2518 0.222
H 1.7904 -1.0408 0.5674 0.088
```